(1)
Cl2HNOS | wB97M-V/def2-TZVPD

Last column: Löwdin charge in e.
Positions of all 6 atoms, in Å:
N (-2.21, -0.29, -0.67)  -0.6232
O (0.04, 1.33, -0.06)  -0.5572
S (-1.18, 1.73, -0.67)  0.5883
Cl (-2.05, -1.99, -0.56)  0.5032
Cl (-2.59, 2.42, 0.76)  0.1034
H (-3.19, -0.15, -0.25)  -0.0145

Electronic energy in a.u.: -1449.01875
LUMO (spin up / spin down) in eV: -2.11 / -1.40
HOMO (spin up / spin down) in eV: -8.23 / -10.22
Energy relative to the best compared isomer or geometry (same formula, charge and spin) in kJ/mol: 215.16
Charge: 0
Orbital gap (spin up / spin down) in eV: 6.12 / 8.83

=====

(2)
C18H16F6N8O6RbS3 | wB97M-V/def2-TZVPD

Last column: Löwdin charge in e.
Positions of all 58 atoms, in Å:
Rb (-0.51, 0.97, -0.30)  1.2482
O (-3.96, -0.66, 2.35)  0.0585
C (-4.39, -1.76, 1.72)  -0.2705
C (-5.53, -2.41, 2.20)  -0.0257
C (-5.98, -3.56, 1.60)  -0.1054
C (-5.31, -4.10, 0.51)  -0.1123
C (-4.20, -3.46, 0.01)  -0.0382
C (-3.72, -2.29, 0.60)  -0.0760
C (-2.53, -1.59, 0.06)  -0.4535
O (-2.06, -0.59, 0.66)  -0.2582
N (-2.05, -2.14, -1.06)  0.0202
N (-0.99, -1.52, -1.61)  -0.0541
C (-0.45, -2.15, -2.60)  -0.1303
C (0.67, -1.64, -3.33)  -0.2722
C (1.15, -2.35, -4.45)  -0.0326
C (2.21, -1.85, -5.17)  -0.0842
C (2.79, -0.65, -4.77)  -0.0781
C (2.26, -0.02, -3.66)  -0.1568
N (1.24, -0.49, -2.95)  0.1021
H (-3.13, -0.40, 1.87)  0.0610
H (-6.04, -1.98, 3.05)  0.1086
H (-6.86, -4.05, 2.00)  0.0939
H (-5.67, -5.01, 0.06)  0.0884
H (-3.66, -3.84, -0.84)  0.0987
H (-0.86, -3.12, -2.91)  0.1128
H (0.67, -3.27, -4.75)  0.1036
H (2.60, -2.39, -6.02)  0.1004
H (3.61, -0.23, -5.31)  0.0924
H (2.67, 0.92, -3.32)  0.1052
C (5.62, 0.98, 0.63)  -0.0059
C (4.54, 0.60, 1.58)  -0.3519
N (4.52, 0.91, 2.84)  0.1067
N (3.42, 0.31, 3.35)  0.0270
C (2.72, -0.35, 2.39)  -0.8424
S (1.41, -1.34, 2.51)  0.6660
N (3.46, -0.17, 1.25)  -0.1157
N (3.12, -0.67, 0.00)  0.1193
H (6.39, 1.52, 1.18)  0.0801
H (5.22, 1.61, -0.16)  0.0796
H (6.04, 0.08, 0.17)  0.0818
H (3.09, 0.55, 4.27)  0.1501
H (2.76, 0.09, -0.59)  0.0777
H (2.32, -1.30, 0.16)  0.0452
F (-1.69, 6.05, 0.87)  0.1353
C (-1.60, 5.08, -0.04)  -0.6445
F (-1.96, 5.61, -1.21)  0.1291
F (-2.51, 4.15, 0.26)  0.1236
S (0.13, 4.32, -0.14)  0.5731
O (-0.09, 3.17, -0.96)  -0.5318
O (0.95, 5.35, -0.69)  -0.2595
N (0.40, 4.06, 1.38)  -0.2781
S (0.89, 2.69, 1.94)  0.5489
O (1.35, 1.77, 0.94)  -0.5153
O (1.72, 2.83, 3.09)  -0.2580
C (-0.73, 2.03, 2.68)  -0.6697
F (-1.71, 1.96, 1.78)  0.0344
F (-1.12, 2.91, 3.61)  0.1327
F (-0.63, 0.84, 3.27)  0.1166

Electronic energy in a.u.: -3402.93884
LUMO in eV: 2.11
HOMO in eV: -5.01
Energy relative to the best compared isomer or geometry (same formula, charge and spin) in kJ/mol: 207.80
Charge: -1
Orbital gap in eV: 7.13

=====

(3)
C19H19IN2O2 | wB97M-V/def2-TZVPD

Last column: Löwdin charge in e.
Positions of all 43 atoms, in Å:
C (4.84, -1.38, -0.86)  -0.1713
C (3.66, -0.60, -0.09)  -0.6970
I (4.42, 0.71, 1.52)  0.9522
C (2.69, 0.23, -1.10)  -0.1775
C (1.20, -0.31, -0.79)  -0.1179
C (0.67, -0.11, 0.50)  0.0522
C (-0.80, -0.71, 0.75)  -0.2839
O (-1.64, -0.17, 1.50)  0.0369
C (-1.08, -2.10, -0.01)  0.0048
C (-0.55, -2.30, -1.31)  0.0151
C (0.29, -1.05, -1.88)  -0.2649
O (0.26, -0.73, -3.09)  0.0456
H (4.57, -2.49, -0.97)  0.0852
H (5.77, -1.38, -0.18)  0.0556
H (5.06, -0.98, -1.90)  0.0779
H (3.06, -1.41, 0.47)  0.0804
H (2.75, 1.35, -0.93)  0.1016
H (2.96, 0.05, -2.20)  0.1167
H (1.29, 0.41, 1.30)  0.0981
H (-1.67, -2.93, 0.51)  0.1165
H (-0.67, -3.25, -1.91)  0.1163
N (1.40, 2.41, 3.54)  0.0606
C (0.44, 3.23, 4.00)  -0.1476
C (0.53, 4.61, 3.98)  -0.0767
C (1.67, 5.19, 3.46)  -0.0832
C (2.68, 4.37, 2.97)  -0.0720
C (2.50, 3.00, 3.04)  -0.2246
H (-0.44, 2.72, 4.40)  0.1040
H (-0.28, 5.22, 4.36)  0.1004
H (1.78, 6.27, 3.43)  0.1042
H (3.59, 4.79, 2.56)  0.1019
H (3.26, 2.31, 2.67)  -0.1400
N (-4.12, -2.79, -1.23)  0.0530
C (-4.41, -3.61, -2.25)  -0.1560
C (-5.10, -3.21, -3.39)  -0.0778
C (-5.52, -1.89, -3.47)  -0.0813
C (-5.23, -1.02, -2.43)  -0.0712
C (-4.54, -1.51, -1.34)  -0.1478
H (-4.07, -4.63, -2.14)  0.1003
H (-5.31, -3.91, -4.18)  0.1003
H (-6.06, -1.54, -4.34)  0.1050
H (-5.54, 0.02, -2.46)  0.1023
H (-4.29, -0.87, -0.50)  0.1036

Electronic energy in a.u.: -1292.93366
LUMO in eV: -0.90
HOMO in eV: -9.28
Charge: 0
Orbital gap in eV: 8.38